# 1
C19H28N4O4 | ωB97M-V/def2-TZVPD

Electronic energy in a.u.: -1260.87241
SMILES: CCCCn1c(N)c(N(CC(C)C)C(=O)c2cc(C)oc2C)c(=O)[nH]c1=O
LUMO in eV: 0.42

```
55
Properties=species:S:1:pos:R:3:forces:R:3:nbo_charge:R:1
C -1.871088 5.485704 1.718034 0.2 0.0 0.0 -0.609
C -0.587943 4.725196 2.029820 -0.2 -0.1 0.1 -0.392
C -0.796466 3.212805 2.103998 0.1 0.2 -0.2 -0.408
C -1.216903 2.615389 0.757648 -0.1 0.4 0.3 -0.236
N -1.229848 1.160657 0.789080 0.1 0.1 -0.1 -0.434
C -0.098029 0.424149 0.545177 0.1 -0.6 0.0 0.472
N 1.062132 1.093419 0.308111 -0.2 0.1 0.2 -0.791
C -0.151672 -0.950169 0.470201 0.1 0.1 0.0 -0.138
N 1.014594 -1.694513 0.164172 -0.3 0.1 0.3 -0.439
C 1.495947 -2.624946 1.172146 0.2 -0.1 0.4 -0.230
C 2.111588 -1.904604 2.379078 0.1 -0.2 -0.1 -0.222
C 2.216791 -2.867682 3.557977 -0.1 0.3 -0.2 -0.602
C 3.486623 -1.340135 2.028710 -0.3 0.1 0.1 -0.600
C 1.647493 -1.606764 -1.041873 -0.2 -0.1 -0.3 0.678
O 2.706918 -2.161550 -1.261261 0.2 0.0 -0.1 -0.607
C 0.969465 -0.757139 -2.050929 -0.6 -0.1 -0.6 -0.241
C 1.529852 0.398451 -2.672222 -0.4 0.1 -0.5 -0.284
C 0.607669 0.840707 -3.567660 0.9 0.3 0.3 0.277
C 0.607430 1.998396 -4.500233 -0.3 -0.3 0.1 -0.648
O -0.474393 0.027621 -3.549999 -0.3 0.0 -0.2 -0.412
C -0.253392 -0.942968 -2.634825 0.6 -0.4 0.6 0.334
C -1.284960 -1.998981 -2.474164 0.0 0.3 -0.2 -0.667
C -1.370893 -1.653196 0.761956 0.1 0.5 0.0 0.649
O -1.537400 -2.856399 0.782942 0.0 -0.2 -0.1 -0.625
N -2.436051 -0.801696 1.067371 -0.4 -0.3 0.1 -0.635
C -2.451884 0.561732 1.064385 0.1 -0.2 0.0 0.797
O -3.449829 1.207293 1.286785 -0.3 0.2 0.1 -0.625
H -2.223074 5.267706 0.713585 -0.1 0.0 -0.1 0.202
H -1.698821 6.556669 1.791375 -0.1 0.1 0.0 0.214
H -2.652848 5.214472 2.422887 -0.1 0.0 0.1 0.209
H -0.199175 5.064589 2.992116 0.1 0.0 0.0 0.209
H 0.164838 4.954661 1.270950 0.1 0.0 0.0 0.190
H 0.127269 2.740748 2.451064 0.0 -0.1 0.0 0.194
H -1.573087 2.987301 2.836740 0.0 -0.1 0.0 0.220
H -2.241722 2.919196 0.536074 0.2 0.0 -0.1 0.257
H -0.567152 2.950077 -0.054653 0.0 0.0 0.0 0.202
H 1.173754 2.030578 0.649969 0.0 0.0 0.0 0.403
H 1.891281 0.521826 0.273088 0.0 0.1 0.1 0.416
H 0.654449 -3.244797 1.490558 0.1 0.0 -0.1 0.227
H 2.245104 -3.254739 0.688879 -0.1 0.0 0.1 0.236
H 1.442989 -1.080894 2.662669 0.0 0.0 0.0 0.189
H 1.232860 -3.229507 3.846631 -0.1 -0.1 0.1 0.211
H 2.667949 -2.372599 4.414908 0.1 0.0 0.1 0.208
H 2.833012 -3.722726 3.290543 0.1 -0.1 0.0 0.205
H 3.455815 -0.767089 1.104359 0.1 0.1 -0.1 0.194
H 4.194028 -2.152954 1.883976 0.1 -0.1 -0.1 0.213
H 3.857021 -0.697374 2.824917 0.1 0.1 0.1 0.205
H 2.491344 0.823351 -2.470026 0.2 0.2 0.0 0.225
H 1.518717 2.573740 -4.369074 0.0 0.0 0.0 0.227
H 0.550138 1.653979 -5.532068 0.0 0.1 -0.1 0.226
H -0.254032 2.638609 -4.313575 0.0 0.1 0.0 0.221
H -1.467420 -2.488651 -3.430058 0.0 -0.1 0.0 0.233
H -2.226859 -1.565542 -2.137201 -0.1 0.0 0.1 0.224
H -0.957808 -2.740919 -1.752878 0.0 0.0 0.1 0.248
H -3.319754 -1.253595 1.275059 0.2 0.1 0.0 0.432
```
Forces are in eV/Å.

# 2
C19H28N8NaO7Te | ωB97M-V/def2-TZVPD

Electronic energy in a.u.: -2136.07176
LUMO in eV: 1.86
Net charge: -1

```
64
Properties=species:S:1:pos:R:3:forces:R:3:nbo_charge:R:1
Na 12.079161 9.992980 10.093526 -0.2 -0.1 0.2 0.916
O 12.971828 7.591947 6.636441 1.3 -2.1 0.9 -0.689
C 12.755527 8.026329 7.847262 -0.7 0.0 -2.1 0.783
O 12.069437 9.007051 8.027674 -0.6 0.9 0.6 -0.673
C 13.269745 7.236569 9.011501 0.6 -0.2 -1.3 0.072
C 13.817511 5.959769 8.971736 0.1 -0.1 -1.5 -0.210
C 14.177992 5.386761 10.145239 -0.1 -0.6 2.7 -0.181
C 13.989022 6.102487 11.338692 -0.1 0.4 -0.1 -0.190
C 13.445178 7.374700 11.269089 1.1 0.2 0.1 0.073
N 13.146973 7.929488 10.102568 -0.6 0.2 1.2 -0.443
C 13.330117 8.274266 12.501151 -1.3 1.3 0.2 0.723
O 13.503347 7.762132 13.600428 0.5 -0.6 0.3 -0.695
O 12.954186 9.476767 12.279646 0.4 -0.6 -0.5 -0.837
H 12.576257 8.081637 5.851892 -0.2 1.2 0.1 0.536
H 14.012073 5.425922 8.043058 -0.4 0.3 0.0 0.237
H 14.494978 4.351370 10.281336 0.3 0.3 -0.6 0.219
H 14.275199 5.804259 12.340981 -0.1 -0.5 -0.2 0.250
N 10.035854 7.910502 11.132929 1.2 -0.8 -0.9 -0.821
C 9.653185 7.092861 9.981818 -0.5 -0.4 -0.6 -0.176
C 8.148185 7.334473 9.670628 0.3 0.4 1.0 -0.393
C 7.932107 8.791688 9.272935 1.4 1.2 0.1 -0.421
C 8.529595 9.080609 7.877742 0.3 -0.1 -0.6 -0.246
N 7.943017 8.180633 6.884523 -0.6 0.3 -0.6 -0.644
C 8.555819 7.066370 6.390313 -0.6 -0.3 1.0 0.603
N 7.697853 6.180970 5.815386 -0.7 -0.4 -0.7 -0.831
N 9.781064 6.724092 6.544106 1.0 1.1 0.2 -0.856
C 10.013880 5.599241 10.131200 0.3 0.1 0.3 0.773
O 10.416838 4.949148 9.032781 -0.1 0.7 -1.3 -0.704
O 10.060930 5.021379 11.183411 -0.4 0.1 0.4 -0.602
H 11.008874 7.629401 11.368730 -1.0 0.5 0.1 0.379
H 9.453790 7.546097 11.858553 -0.2 0.0 1.0 0.364
H 10.236892 7.374839 9.117544 0.1 0.6 -0.3 0.207
H 7.563535 7.043502 10.567815 0.2 0.3 -0.3 0.204
H 7.776431 6.735667 8.866456 0.0 -0.7 -0.5 0.215
H 8.410223 9.465955 10.039115 -0.4 -0.6 -0.8 0.227
H 6.909834 9.118036 9.171651 -0.7 -0.4 0.4 0.199
H 9.632547 9.038669 7.819314 -0.5 -0.3 0.2 0.225
H 8.360125 10.088297 7.508823 -0.3 0.1 0.4 0.238
H 7.073679 8.445545 6.407403 0.8 0.0 0.5 0.390
H 6.714726 6.127172 6.020522 0.2 0.2 0.2 0.382
H 8.117463 5.358543 5.443050 0.2 -0.3 -0.1 0.398
H 10.272341 7.609550 6.769599 0.1 -0.8 -0.1 0.351
H 10.401874 5.524563 8.210679 -0.3 -0.5 0.7 0.524
N 14.333821 13.252321 11.005610 1.2 0.7 0.6 -0.507
C 14.068877 14.000516 9.923876 -0.8 0.9 -0.7 -0.119
C 13.280761 13.285018 9.104841 0.1 -0.6 -0.2 -0.089
N 13.137532 12.019217 9.627337 -0.1 0.1 0.3 -0.522
C 13.798253 12.058041 10.762132 -0.4 -0.3 0.3 0.155
H 14.869199 13.577390 11.806890 -0.3 -0.6 -0.4 0.422
H 14.321297 14.998250 9.802035 0.7 1.6 0.1 0.205
H 12.830825 13.641385 8.201729 -0.2 -0.3 -0.4 0.223
H 13.858044 11.325888 11.509928 -0.1 -1.4 0.6 0.244
O 12.297760 9.175170 4.817188 1.0 -0.8 0.1 -0.761
C 11.266225 9.816618 4.827130 2.2 -1.4 -0.4 0.644
N 10.305700 10.428498 4.727663 -3.5 2.2 0.1 -0.749
C 8.487013 13.115291 5.271638 0.1 -0.2 1.5 -0.846
Te 9.811026 12.425278 6.849330 -0.3 0.2 -0.1 0.480
C 9.271774 14.031022 8.238006 0.8 0.9 -1.0 -0.934
H 7.448914 12.874425 5.523149 0.3 0.1 -0.2 0.204
H 8.830938 12.650420 4.371762 0.1 -0.1 -0.5 0.250
H 8.689747 14.170837 5.357098 -0.3 0.4 -0.6 0.202
H 9.507252 15.016851 7.719888 -0.2 -1.1 0.8 0.204
H 9.992498 13.854200 9.054815 -0.5 0.3 -0.1 0.218
H 8.233733 14.044724 8.571297 0.2 -0.2 0.1 0.206
```
Forces are in eV/Å.

# 3
C19H28NO3 | ωB97M-V/def2-TZVPD

Electronic energy in a.u.: -1021.04919
SMILES: C[N+]1(C)CC[C@H](OC(=O)[C@@](O)(c2ccccc2)C2CCCC2)C1
LUMO in eV: -2.41
Net charge: +1

```
51
Properties=species:S:1:pos:R:3:forces:R:3:nbo_charge:R:1
C -4.625122 -1.590186 0.028038 -0.9 -0.2 0.1 -0.410
N -3.216047 -1.271591 -0.262415 0.0 0.0 -0.1 -0.208
C -2.762688 -2.065595 -1.417505 0.4 -0.5 -0.8 -0.416
C -3.073065 0.187954 -0.543535 0.2 1.1 -0.2 -0.227
C -2.834969 0.841609 0.809742 0.2 -0.2 0.0 -0.459
C -2.014033 -0.194863 1.595112 -0.5 0.1 -0.1 0.091
O -0.623277 0.081530 1.625798 0.1 0.0 0.2 -0.474
C 0.154110 -0.035119 0.548256 -0.2 -0.1 0.1 0.834
O -0.263785 -0.388083 -0.532133 0.0 0.1 0.1 -0.665
C 1.593269 0.319399 0.866288 0.6 0.2 -0.2 0.137
O 1.653261 0.475872 2.266343 0.2 0.0 0.2 -0.692
C 2.522457 -0.800638 0.386256 -0.1 -0.1 0.2 -0.075
C 3.455278 -1.329821 1.270724 -0.1 0.1 0.1 -0.204
C 4.338995 -2.313041 0.861539 0.1 0.0 0.0 -0.200
C 4.301056 -2.787990 -0.436792 0.0 0.0 0.0 -0.200
C 3.362846 -2.279564 -1.317753 0.0 0.0 -0.1 -0.222
C 2.479124 -1.294581 -0.911897 0.0 0.0 -0.1 -0.161
C 1.973696 1.677264 0.197573 -0.2 -0.1 0.1 -0.211
C 1.786650 1.779194 -1.323562 0.2 0.1 -0.1 -0.414
C 1.376144 3.232193 -1.555370 -0.2 -0.1 0.0 -0.400
C 0.434347 3.499682 -0.386583 0.2 0.1 0.0 -0.400
C 1.154190 2.847090 0.795281 -0.2 0.1 0.0 -0.418
C -2.371520 -1.545261 0.942141 0.8 -0.2 0.9 -0.254
H -4.978550 -1.000564 0.871325 0.1 0.0 0.0 0.231
H -5.243640 -1.371150 -0.840856 0.1 0.1 0.0 0.235
H -4.729792 -2.647462 0.266071 0.1 0.0 0.0 0.235
H -2.863124 -3.128154 -1.204252 -0.1 0.0 0.1 0.230
H -3.362008 -1.821552 -2.292692 -0.1 0.1 0.1 0.231
H -1.717916 -1.835622 -1.624822 -0.1 0.0 0.1 0.263
H -3.957995 0.564991 -1.053606 0.0 -0.2 0.0 0.233
H -2.197094 0.323528 -1.179051 -0.3 -0.1 0.1 0.265
H -2.287666 1.777763 0.716049 0.0 0.0 0.0 0.265
H -3.769463 1.050296 1.329572 0.0 0.0 0.0 0.233
H -2.274039 -0.183039 2.656697 0.0 -0.1 -0.2 0.234
H 2.475051 0.927944 2.490187 0.0 0.0 -0.1 0.481
H 3.488782 -0.989130 2.294190 0.0 0.0 0.0 0.220
H 5.057981 -2.705944 1.563985 0.1 0.0 0.1 0.222
H 4.992344 -3.551524 -0.758119 0.1 -0.1 0.0 0.223
H 3.316769 -2.648060 -2.331460 0.0 0.0 -0.1 0.217
H 1.751842 -0.925887 -1.614207 0.0 0.1 -0.1 0.216
H 3.034636 1.815554 0.432627 0.0 -0.1 0.0 0.221
H 0.977601 1.130020 -1.655412 0.0 0.0 -0.1 0.209
H 2.690999 1.506755 -1.863093 0.0 -0.1 -0.1 0.228
H 0.904903 3.380845 -2.525131 0.1 0.1 -0.1 0.216
H 2.245515 3.886259 -1.488878 0.0 0.1 0.0 0.205
H 0.251117 4.559471 -0.222661 -0.1 0.0 0.0 0.224
H -0.525962 3.011584 -0.573526 -0.1 0.0 0.0 0.173
H 1.826878 3.571018 1.254674 0.0 0.0 0.1 0.219
H 0.466961 2.502260 1.568183 0.1 0.1 0.1 0.219
H -1.459145 -2.060981 0.643293 -0.2 0.0 0.0 0.263
H -2.915902 -2.184670 1.635358 -0.1 0.0 -0.2 0.238
```
Forces are in eV/Å.

The highest electronic energy belongs to which entry? C19H28NO3